Record 1
Computed, not measured: the molecule C9H13Cl2NS in a non-equilibrium geometry, with wB97M-V/def2-TZVPD.

Geometry as XYZ:
```
26
Properties=species:S:1:pos:R:3:nbo_charge:R:1
Cl -0.3150 -0.5697 3.2392 -0.0564
C -1.4698 0.4308 2.2046 0.2504
Cl -3.1612 -0.6542 2.1274 -0.1880
C -1.7751 1.8019 2.7502 -0.3030
C -1.4044 2.8331 1.9723 -0.3400
S -0.6781 2.2352 0.4767 0.5023
N -0.9825 0.6239 0.8808 -0.6171
C -0.2232 -0.2567 0.0098 -0.0377
C -0.6064 -0.1323 -1.5192 -0.4036
C 0.1931 -1.1767 -2.3530 -0.4015
C 1.5902 -1.0402 -2.0257 -0.4089
C 1.9859 -1.2700 -0.6379 -0.4014
C 1.3608 -0.1961 0.2085 -0.4230
H -2.1766 1.8513 3.7387 0.2440
H -1.5981 3.8943 2.2255 0.2608
H -0.5678 -1.3263 0.3720 0.2220
H -0.3371 0.9349 -1.6613 0.1928
H -1.6855 -0.2101 -1.7589 0.2291
H -0.0435 -0.9014 -3.3897 0.2162
H -0.2579 -2.1035 -2.1525 0.2099
H 2.1830 -1.8413 -2.6017 0.2077
H 1.9829 -0.0548 -2.2682 0.2050
H 1.6285 -2.1763 -0.2060 0.2023
H 3.1472 -1.4269 -0.5198 0.2159
H 1.7167 -0.0257 1.2376 0.2391
H 1.4940 0.7567 -0.3496 0.1834
```

Summary:
HOMO-LUMO gap ... 8.5 eV
Total energy ... -1723.990559 Eh
ΔE to the lowest compared entry with this formula, charge and spin ... 5.7 kcal per mole
Total charge ... 0
SMILES string ... ClC1(Cl)C=CSN1C1CCCCC1
F_max ... 4.84 eV/A

=====

Record 2
Computed, not measured: a structure of composition C9H13Cl8N in a non-equilibrium geometry, with wB97M-V/def2-TZVPD.

Geometry as XYZ:
```
31
Properties=species:S:1:pos:R:3:nbo_charge:R:1
N -0.5527 1.1740 -1.3171 -0.4971
C -0.6970 0.0609 -0.5883 0.0270
C 0.0788 -0.2831 0.5145 -0.3584
C 1.0852 0.6125 0.9143 -0.2908
C 1.3700 1.6877 -0.0186 -0.1742
C 0.4907 1.9642 -1.0351 -0.0705
H -1.4401 -0.6612 -0.8929 0.2255
H -0.0451 -1.2651 0.9468 0.2046
H 1.8716 0.4700 1.6408 0.2345
H 2.2733 2.2432 0.1859 0.2278
H 0.5074 2.8257 -1.6861 0.2106
C 1.1718 -0.5980 -2.2747 -0.4174
Cl 2.5518 -0.9337 -3.3728 -0.0499
Cl 0.0000 -1.8301 -2.4812 0.0087
H 1.5400 -0.6706 -1.2513 0.2251
H 0.7707 0.3927 -2.4885 0.2293
C -1.7062 1.2666 -2.9709 -0.3754
Cl -2.4245 2.6483 -3.6970 -0.0381
Cl -2.6805 -0.1628 -3.5401 -0.1115
H -0.6632 1.1810 -3.2756 0.1713
H -1.6922 1.3501 -1.8842 0.2755
C 0.6099 0.1025 3.3996 -0.4491
Cl 1.3398 -1.3046 4.0342 0.0237
Cl 1.6702 1.5251 3.3382 0.0013
H 0.3735 -0.2623 2.4000 0.2018
H -0.3658 0.2954 3.8457 0.2256
C -1.2275 -2.4288 2.2953 -0.4436
Cl -1.1283 -0.7940 1.7293 0.2850
Cl 0.3481 -2.9703 3.0482 -0.0167
H -2.0427 -2.5154 3.0136 0.2656
H -1.3870 -3.1200 1.4677 0.2501
```

Summary:
HOMO-LUMO gap ... 7.2 eV
Total energy ... -4086.343338 Eh
ΔE to the lowest compared entry with this formula, charge and spin ... 416.0 kcal per mole
Total charge ... 0
F_max ... 18.57 eV/A

=====

Record 3
Computed, not measured: a cluster of 2 separate species, C9H13ClN3O in total in a non-equilibrium geometry, with wB97M-V/def2-TZVPD.

Geometry as XYZ:
```
27
Properties=species:S:1:pos:R:3:nbo_charge:R:1
C -2.5921 0.2282 0.6706 -0.0899
C -1.4223 -0.3393 1.2761 -0.2132
C -2.6666 0.3754 -0.7492 -0.2149
C -1.5485 0.1164 -1.5236 0.0970
C -0.3502 -0.6777 0.3552 0.3316
C 1.0615 -1.2390 0.7842 -0.2448
C 1.3136 -0.8586 2.2417 -0.6518
C 0.5095 -0.8903 -1.9805 -0.3380
C 1.6589 0.1930 -2.2048 0.4380
N 0.3357 2.2745 0.9045 -0.3701
N -0.4902 -0.4729 -0.9954 -0.2949
N 0.9303 3.1641 0.3441 -0.2488
O 1.3616 1.3383 -2.3330 -0.4806
Cl 0.7913 -3.0233 0.6244 -0.0115
H -3.4803 0.4713 1.3374 0.2630
H -1.1987 -0.6150 2.2918 0.2629
H -3.5530 0.5490 -1.2815 0.2523
H -1.6943 0.2158 -2.5418 0.2347
H 0.7121 -1.3546 2.9988 0.2332
H 2.3700 -0.9419 2.6313 0.2564
H 1.1491 0.0915 2.5151 0.2336
H -0.1210 -0.9440 -2.9249 0.2565
H 0.9973 -1.8460 -1.6657 0.2568
H 2.6558 -0.2124 -2.2546 0.1490
H 1.9976 -0.9923 0.2421 0.2562
H 1.3020 2.8334 -0.5883 0.3215
H -0.0291 2.5564 1.8263 0.3159
```

Summary:
HOMO-LUMO gap ... 7.8 eV
Total energy ... -1050.083816 Eh
ΔE to the lowest compared entry with this formula, charge and spin ... 77.5 kcal per mole
Total charge ... +1
F_max ... 4.17 eV/A

=====

Record 4
Computed, not measured: a cluster of 2 separate species, C9H13ClNSi in total in a non-equilibrium geometry, with wB97M-V/def2-TZVPD.

Geometry as XYZ:
```
25
Properties=species:S:1:pos:R:3:nbo_charge:R:1
C -3.6996 0.5146 -0.3909 -0.1541
C -2.8673 1.5542 0.0030 -0.1907
C -3.1929 -0.8022 -0.5584 -0.2012
C -1.5038 1.2676 0.0778 -0.1493
C -1.8458 -1.1105 -0.3009 -0.1700
C -0.9633 -0.0317 -0.0841 -0.5456
C 1.8458 -2.0406 -2.0185 -0.2382
C 1.8561 -1.7572 -0.7090 -0.7258
C 1.7489 0.6108 1.5278 -0.5792
N 1.3315 -0.7377 1.9553 -0.8590
Si 0.8934 -0.3674 0.0929 1.6801
Cl 1.4357 3.4717 -1.8718 -0.2853
H -4.6820 0.8918 -0.4192 0.2361
H -3.1582 2.4963 0.2350 0.2253
H -3.8946 -1.7062 -0.7470 0.2444
H -0.8212 1.9287 0.3326 0.1946
H -1.5113 -2.1090 -0.3128 0.2221
H 2.4776 -2.7145 -2.5490 0.2160
H 1.2029 -1.6134 -2.8148 0.2052
H 2.7078 -2.1466 -0.2392 0.2450
H 2.7666 0.5004 1.4271 0.2377
H 1.2317 1.4339 2.0205 0.2564
H 1.8133 -1.2513 2.6581 0.4335
H 2.6610 3.7824 -2.1899 0.2893
H 0.4188 -0.6925 2.3992 0.4127
```

Summary:
HOMO-LUMO gap ... 9.1 eV
Total energy ... -1154.863902 Eh
ΔE to the lowest compared entry with this formula, charge and spin ... 74.1 kcal per mole
Total charge ... +1
F_max ... 4.80 eV/A

=====

Record 5
Computed, not measured: the molecule C9H13F2N in a non-equilibrium geometry, with wB97M-V/def2-TZVPD.

Geometry as XYZ:
```
25
Properties=species:S:1:pos:R:3:nbo_charge:R:1
C -2.2352 -0.1001 1.2353 -0.1533
C -1.0893 -0.0526 1.9008 -0.2554
C -2.0355 0.5452 -0.1909 -0.2418
C 0.4528 -0.4428 -1.8876 -0.4312
C 1.4796 -1.1247 -1.0002 -0.4883
C 0.0533 0.8973 -1.3665 -0.1999
C -0.0682 0.4658 1.0469 0.2417
C 0.8134 -1.4650 0.3543 0.6156
C 1.2469 1.1708 1.4549 -0.6534
N -0.6857 0.9451 -0.1378 -0.4707
F 1.7645 -2.0539 1.1553 -0.3745
F -0.2312 -2.3461 0.2539 -0.3717
H -3.1433 -0.5423 1.5590 0.2158
H -0.8152 -0.3844 2.9107 0.2350
H -2.1116 -0.1554 -0.9933 0.1970
H -2.6104 1.4885 -0.3615 0.2062
H 0.7522 -0.4211 -2.8755 0.2177
H -0.4012 -1.1479 -1.9578 0.2020
H 1.7528 -2.0236 -1.5457 0.2244
H 2.2787 -0.2579 -0.8236 0.2063
H 0.9987 1.4264 -1.3171 0.1979
H -0.6954 1.4914 -2.0541 0.2039
H 0.9196 2.2173 1.4928 0.2181
H 2.0580 1.1252 0.6561 0.2230
H 1.5514 0.7449 2.4918 0.2355
```

Summary:
HOMO-LUMO gap ... 8.1 eV
Total energy ... -605.105061 Eh
ΔE to the lowest compared entry with this formula, charge and spin ... 45.4 kcal per mole
Total charge ... 0
F_max ... 4.64 eV/A

=====

Record 6
Computed, not measured: the molecule C9H13FNOP in a non-equilibrium geometry, with wB97M-V/def2-TZVPD.

Geometry as XYZ:
```
26
Properties=species:S:1:pos:R:3:nbo_charge:R:1
C -0.0836 -2.0791 -2.7936 -0.4118
N -0.2947 -1.1308 -1.7865 -0.5956
C 0.6579 -0.6948 -0.9310 0.3140
C 1.9595 -1.1270 -0.9461 -0.4080
C 2.9183 -0.5771 0.0474 -0.1088
C 2.4104 0.0817 1.1154 -0.3849
C 1.0788 0.4849 1.2555 0.5037
F 0.8913 1.3021 2.3538 -0.3533
C 0.0953 0.2933 0.3712 -0.6052
P -1.5835 0.7370 0.5337 1.9468
C -1.3664 2.6655 0.6334 -0.9638
C -2.0020 0.1360 2.1979 -0.9964
O -2.5314 0.4068 -0.5138 -1.0972
H 0.5043 -2.9114 -2.4586 0.2047
H -1.0581 -2.6110 -2.9397 0.2040
H 0.1031 -1.5908 -3.6555 0.1967
H -1.2039 -0.8906 -1.6378 0.4194
H 2.3937 -1.5977 -1.7967 0.2223
H 4.0265 -0.7318 -0.1633 0.2253
H 3.1764 0.4679 1.8367 0.2306
H -1.6003 3.2705 1.5379 0.2415
H -0.3371 2.8055 0.2736 0.2366
H -1.9846 3.0289 -0.1392 0.2377
H -1.2926 0.4096 2.9420 0.2524
H -2.7645 0.7982 2.3086 0.2322
H -2.1129 -0.9457 2.3548 0.2569
```

Summary:
HOMO-LUMO gap ... 8.5 eV
Total energy ... -921.905291 Eh
Total charge ... 0
SMILES string ... CNc1cccc(F)c1P(C)(C)=O
F_max ... 6.43 eV/A

=====

- total energy of number 4 (C9H13ClNSi)?
  -1154.863902 Eh